Molecular formula: C6H8O3S
Method: DFT, ωB97M-V/def2-TZVPD

```
18
Properties=species:S:1:pos:R:3:lowdin_charge:R:1
C -0.810 -1.027 -0.703 -0.266
C 0.044 0.034 -0.808 -0.258
C -2.096 -0.463 -0.706 -0.501
C -0.470 -2.521 -0.662 -0.011
C 1.165 1.250 1.492 -0.065
C 1.688 1.340 0.073 -0.220
O -3.196 -0.840 -0.353 0.064
O -1.904 2.182 0.196 -0.552
O 1.286 0.150 -0.592 -0.008
S -1.616 1.390 -1.014 1.016
H 0.406 -2.671 -1.332 0.090
H -1.300 -3.050 -1.128 0.076
H -0.359 -2.839 0.409 0.102
H 1.576 0.254 1.814 0.100
H 1.452 2.184 2.015 0.093
H 0.017 1.120 1.630 0.103
H 2.742 1.240 0.057 0.115
H 1.376 2.265 -0.389 0.123
```

The value obtained for the molar mass is 160.2 g/mol. Its net charge is 0. The value obtained for the highest occupied orbital energy is -0.3277 Eh. For the energy above the lowest of the compared OMol25 structures with the same formula, charge and spin, the calculation gives 2.8937 eV.


Molecular formula: C6H8O3S
Method: DFT, ωB97M-V/def2-TZVPD

```
18
Properties=species:S:1:pos:R:3:lowdin_charge:R:1
C 0.739 0.894 -2.778 0.019
C 0.560 -1.443 1.302 -0.300
C -0.177 0.507 -1.974 -0.132
C 0.592 -0.854 -0.101 -0.010
C -0.560 1.184 0.513 -0.157
C 0.044 0.277 -0.483 -0.210
O -0.727 -1.742 1.631 -0.293
O -1.779 0.580 1.053 -0.315
O -0.548 0.163 3.137 -0.417
S -1.539 -0.461 2.263 0.987
H 0.435 0.721 -3.773 0.053
H 1.769 1.037 -2.532 0.071
H 1.047 -0.840 2.097 0.121
H 1.266 -2.273 1.263 0.123
H -1.145 0.318 -2.267 0.090
H 0.875 -1.700 -0.766 0.134
H 0.021 1.523 1.342 0.112
H -0.874 2.110 0.074 0.124
```

The value obtained for the molar mass is 160.2 g/mol. Its net charge is 0. The value obtained for the highest occupied orbital energy is -0.3658 Eh. For the energy above the lowest of the compared OMol25 structures with the same formula, charge and spin, the calculation gives 2.6632 eV.


Molecular formula: C6H8O4
Method: DFT, ωB97M-V/def2-TZVPD

```
18
Properties=species:S:1:pos:R:3:lowdin_charge:R:1
O -0.314 -2.783 -0.656 0.217
C -0.081 -1.733 -0.197 -0.135
C 0.466 -0.835 0.681 -0.021
C 0.752 0.549 0.182 -0.388
C -0.694 0.773 -0.108 -0.130
O -1.209 0.118 -1.073 -0.028
C 1.802 0.930 -0.864 -0.088
O 2.237 2.035 -0.055 -0.092
C 1.427 1.630 1.051 -0.111
H 0.559 -1.103 1.734 0.131
H -1.293 1.408 0.567 0.149
H 2.580 0.164 -0.985 0.134
H 1.406 1.250 -1.837 0.133
H 0.778 2.437 1.421 0.126
H 2.016 1.193 1.872 0.128
O -3.424 -2.399 -0.602 -0.062
H -4.165 -1.937 -0.197 0.033
H -2.844 -1.696 -0.933 0.006
```

The value obtained for the molar mass is 144.1 g/mol. Its net charge is 0. The value obtained for the highest occupied orbital energy is -0.3309 Eh. For the energy above the lowest of the compared OMol25 structures with the same formula, charge and spin, the calculation gives 4.0558 eV. Its SMILES is O=C=CC1(C=O)COC1.O.


Molecular formula: C6H8O6Sn
Method: DFT, ωB97M-V/def2-TZVPD

```
21
Properties=species:S:1:pos:R:3:lowdin_charge:R:1
O 3.825 0.709 -0.864 -0.075
C 2.952 0.228 -0.091 -0.760
O 2.205 1.026 0.570 -0.172
O 2.853 -1.073 -0.005 0.116
C 1.648 -1.664 0.512 -0.093
C 0.449 -1.302 -0.303 -0.039
C -0.793 -1.336 0.185 -0.040
C -1.969 -0.872 -0.603 -0.061
Sn 3.289 2.441 -0.108 1.597
H 1.526 -1.374 1.564 0.153
H 1.841 -2.742 0.459 0.164
H 0.627 -1.009 -1.342 0.150
H -0.987 -1.688 1.202 0.143
H -2.901 -0.937 -0.033 0.144
H -2.079 -1.406 -1.554 0.160
O -1.907 0.555 -0.929 0.146
C -2.189 1.510 -0.138 -0.481
O -1.617 2.620 -0.419 0.240
H -3.269 2.277 1.302 0.218
O -2.879 1.446 0.935 0.296
H -0.625 2.590 -0.339 0.194
```

The value obtained for the molar mass is 294.8 g/mol. Its net charge is +2. The value obtained for the highest occupied orbital energy is -0.6390 Eh. For the energy above the lowest of the compared OMol25 structures with the same formula, charge and spin, the calculation gives 0.0000 eV.


Q: molar mass of number 4 (C6H8O6Sn)?
A: 294.8 g/mol


Q: The highest highest occupied orbital energy belongs to which entry?
A: number 1